# 1
Density functional theory data (wB97M-V/def2-TZVPD) for a 5-piece molecular cluster, C11H32O7S overall at a distorted geometry.

Positions of all 51 atoms, in Å:
1 C 4.09 2.37 0.36
2 C 5.44 1.68 0.55
3 O 6.46 2.67 0.52
4 H 3.99 3.22 1.02
5 H 3.27 1.65 0.42
6 H 4.04 2.75 -0.67
7 H 5.53 1.00 -0.30
8 H 5.49 1.03 1.43
9 H 7.08 2.47 -0.18
10 C -1.98 -0.91 5.69
11 C -3.00 -1.46 4.73
12 O -4.31 -1.37 5.32
13 H -2.38 0.02 6.09
14 H -1.14 -0.50 5.13
15 H -1.72 -1.59 6.49
16 H -2.85 -2.50 4.42
17 H -3.02 -0.98 3.74
18 H -4.82 -2.13 5.02
19 C 1.21 -0.37 2.23
20 C 0.43 -1.46 1.52
21 O -0.94 -1.40 1.94
22 H 0.92 -0.33 3.28
23 H 1.01 0.60 1.77
24 H 2.29 -0.43 2.05
25 H 0.81 -2.41 1.92
26 H 0.50 -1.41 0.43
27 H -1.25 -2.29 2.10
28 C -4.65 -2.98 -1.70
29 C -3.20 -2.81 -1.26
30 O -2.34 -3.59 -2.06
31 H -5.37 -2.47 -1.06
32 H -4.95 -4.03 -1.70
33 H -4.83 -2.62 -2.71
34 H -3.00 -2.99 -0.20
35 H -2.94 -1.74 -1.37
36 H -2.42 -3.31 -2.98
37 O 2.81 1.77 -5.27
38 S 1.43 1.92 -4.88
39 O 0.35 1.28 -5.61
40 O 1.28 1.45 -3.32
41 C 0.09 0.75 -2.94
42 C -0.26 1.25 -1.54
43 C 1.11 3.69 -4.65
44 H 0.29 -0.33 -2.86
45 H -0.73 0.81 -3.65
46 H -0.96 0.61 -1.01
47 H -0.63 2.27 -1.61
48 H 0.65 1.23 -0.93
49 H 0.02 3.74 -4.63
50 H 1.61 4.27 -5.41
51 H 1.52 3.93 -3.67

## Properties
E_LUMO, hartree: 0.016
F_max, hartree/bohr: 0.0333
Structure (SMILES): CCOS(C)(=O)=O.CCO.CCO.CCO.CCO
HOMO-LUMO gap, eV: 10.6186
HOMO, eV: -10.2



# 2
Density functional theory data (wB97M-V/def2-TZVPD) for C11H34N2O5Pd as an isolated structure at a distorted geometry.

Positions of all 53 atoms, in Å:
1 Pd -20.67 11.94 5.74
2 C -17.44 12.99 5.62
3 O -18.48 12.08 5.42
4 H -17.88 13.79 6.21
5 H -16.62 12.56 6.19
6 H -17.04 13.30 4.65
7 H -18.13 11.35 4.91
8 C -20.60 15.13 4.59
9 O -20.90 13.80 4.33
10 H -20.11 15.51 3.69
11 H -21.53 15.66 4.78
12 H -20.02 15.01 5.51
13 H -21.28 13.83 3.45
14 C -21.07 9.10 7.34
15 O -20.13 10.01 6.82
16 H -21.39 8.30 6.68
17 H -20.61 8.53 8.14
18 H -22.00 9.57 7.66
19 H -19.26 9.64 6.98
20 C -22.21 13.18 9.64
21 C -21.92 12.51 8.28
22 C -23.13 12.91 7.36
23 O -22.83 12.48 6.01
24 C -23.84 12.80 5.14
25 N -20.72 13.09 7.73
26 H -23.14 12.87 10.11
27 H -22.12 14.26 9.58
28 H -21.44 12.89 10.36
29 H -21.91 11.43 8.46
30 H -23.08 13.99 7.33
31 H -24.10 12.57 7.72
32 H -23.59 12.34 4.19
33 H -23.99 13.87 5.06
34 H -24.84 12.53 5.48
35 H -20.79 14.09 7.84
36 H -20.04 12.95 8.46
37 C -21.12 9.53 1.75
38 C -21.66 10.24 3.03
39 C -22.50 9.34 3.98
40 O -23.02 10.12 5.03
41 C -24.07 9.56 5.70
42 N -20.46 10.75 3.75
43 H -20.68 8.56 2.00
44 H -20.62 10.11 0.97
45 H -22.03 9.09 1.34
46 H -22.31 11.03 2.66
47 H -21.94 8.53 4.43
48 H -23.22 8.86 3.32
49 H -23.81 8.56 6.03
50 H -24.91 9.39 5.03
51 H -24.28 10.13 6.60
52 H -20.24 11.43 3.03
53 H -19.67 10.14 3.62

## Properties
Charge: +3
Multiplicity: 4
E_LUMO (spin up / spin down), hartree: -0.307 / -0.555
F_max, hartree/bohr: 0.0718
HOMO-LUMO gap (spin up / spin down), eV: 11.0013 / 4.8126
HOMO (spin up / spin down), eV: -19.4 / -19.9



# 3
Density functional theory data (wB97M-V/def2-TZVPD) for a 11-piece molecular cluster, C11H35N12O22P2 overall at a distorted geometry.

Positions of all 82 atoms, in Å:
1 N 2.70 4.64 2.55
2 C 2.87 5.53 1.60
3 O 2.48 6.46 0.49
4 P 2.71 5.57 -1.02
5 P 3.77 3.66 -0.68
6 N 2.79 2.29 -1.35
7 O 5.26 3.60 -1.59
8 H 3.50 6.45 -1.88
9 H 1.44 5.23 -1.66
10 H 1.78 2.56 -1.38
11 H 2.93 1.46 -0.70
12 H 5.96 3.19 -0.98
13 C -0.21 0.31 1.64
14 N 1.00 0.80 0.93
15 O 1.48 0.08 0.05
16 O 1.44 1.90 1.28
17 H -0.48 -0.67 1.23
18 H 0.04 0.23 2.70
19 H -1.01 1.03 1.47
20 C -2.95 -3.27 0.71
21 N -2.50 -2.11 1.52
22 O -3.12 -1.05 1.38
23 O -1.54 -2.30 2.27
24 H -3.80 -2.97 0.10
25 H -2.11 -3.58 0.08
26 H -3.24 -4.07 1.40
27 C -3.60 -6.94 -2.30
28 N -3.14 -5.78 -1.49
29 O -3.76 -4.71 -1.63
30 O -2.18 -5.96 -0.73
31 H -4.44 -6.63 -2.91
32 H -2.76 -7.25 -2.93
33 H -3.89 -7.73 -1.61
34 C 1.75 -5.43 0.92
35 N 1.50 -6.35 -0.22
36 O 1.68 -7.56 -0.02
37 O 1.14 -5.84 -1.29
38 H 2.06 -6.02 1.78
39 H 2.54 -4.74 0.62
40 H 0.82 -4.91 1.13
41 C -4.97 -10.48 0.97
42 N -4.65 -9.24 0.21
43 O -5.17 -8.19 0.59
44 O -3.88 -9.37 -0.76
45 H -5.65 -10.22 1.79
46 H -5.44 -11.18 0.28
47 H -4.03 -10.87 1.36
48 C 1.04 9.17 0.36
49 N 0.88 10.09 -0.79
50 O 1.91 10.46 -1.37
51 O -0.27 10.42 -1.09
52 H 2.11 8.97 0.50
53 H 0.62 9.66 1.24
54 H 0.51 8.24 0.12
55 C -9.25 -7.94 0.39
56 N -8.35 -8.70 -0.52
57 O -7.85 -8.08 -1.47
58 O -8.17 -9.89 -0.26
59 H -9.32 -6.90 0.04
60 H -10.23 -8.42 0.36
61 H -8.82 -7.98 1.39
62 C 8.90 4.02 0.54
63 N 8.04 3.06 1.27
64 O 7.02 2.66 0.70
65 O 8.41 2.73 2.41
66 H 8.46 4.21 -0.44
67 H 8.96 4.93 1.13
68 H 9.89 3.55 0.43
69 C 3.91 11.75 1.68
70 N 3.30 10.84 2.68
71 O 3.33 11.19 3.87
72 O 2.80 9.79 2.25
73 H 4.31 12.63 2.20
74 H 4.71 11.20 1.18
75 H 3.13 12.04 0.98
76 C -0.33 0.60 -3.75
77 N -1.24 1.43 -2.91
78 O -2.39 1.00 -2.73
79 O -0.77 2.48 -2.46
80 H -0.87 -0.30 -4.08
81 H -0.03 1.20 -4.61
82 H 0.53 0.32 -3.14

## Properties
Charge: +1
E_LUMO, hartree: -0.190
F_max, hartree/bohr: 0.2333
HOMO-LUMO gap, eV: 7.2532
HOMO, eV: -12.4



Repeat the third record exactly.
Density functional theory data (wB97M-V/def2-TZVPD) for a 11-piece molecular cluster, C11H35N12O22P2 overall at a distorted geometry.

Positions of all 82 atoms, in Å:
1 N 2.70 4.64 2.55
2 C 2.87 5.53 1.60
3 O 2.48 6.46 0.49
4 P 2.71 5.57 -1.02
5 P 3.77 3.66 -0.68
6 N 2.79 2.29 -1.35
7 O 5.26 3.60 -1.59
8 H 3.50 6.45 -1.88
9 H 1.44 5.23 -1.66
10 H 1.78 2.56 -1.38
11 H 2.93 1.46 -0.70
12 H 5.96 3.19 -0.98
13 C -0.21 0.31 1.64
14 N 1.00 0.80 0.93
15 O 1.48 0.08 0.05
16 O 1.44 1.90 1.28
17 H -0.48 -0.67 1.23
18 H 0.04 0.23 2.70
19 H -1.01 1.03 1.47
20 C -2.95 -3.27 0.71
21 N -2.50 -2.11 1.52
22 O -3.12 -1.05 1.38
23 O -1.54 -2.30 2.27
24 H -3.80 -2.97 0.10
25 H -2.11 -3.58 0.08
26 H -3.24 -4.07 1.40
27 C -3.60 -6.94 -2.30
28 N -3.14 -5.78 -1.49
29 O -3.76 -4.71 -1.63
30 O -2.18 -5.96 -0.73
31 H -4.44 -6.63 -2.91
32 H -2.76 -7.25 -2.93
33 H -3.89 -7.73 -1.61
34 C 1.75 -5.43 0.92
35 N 1.50 -6.35 -0.22
36 O 1.68 -7.56 -0.02
37 O 1.14 -5.84 -1.29
38 H 2.06 -6.02 1.78
39 H 2.54 -4.74 0.62
40 H 0.82 -4.91 1.13
41 C -4.97 -10.48 0.97
42 N -4.65 -9.24 0.21
43 O -5.17 -8.19 0.59
44 O -3.88 -9.37 -0.76
45 H -5.65 -10.22 1.79
46 H -5.44 -11.18 0.28
47 H -4.03 -10.87 1.36
48 C 1.04 9.17 0.36
49 N 0.88 10.09 -0.79
50 O 1.91 10.46 -1.37
51 O -0.27 10.42 -1.09
52 H 2.11 8.97 0.50
53 H 0.62 9.66 1.24
54 H 0.51 8.24 0.12
55 C -9.25 -7.94 0.39
56 N -8.35 -8.70 -0.52
57 O -7.85 -8.08 -1.47
58 O -8.17 -9.89 -0.26
59 H -9.32 -6.90 0.04
60 H -10.23 -8.42 0.36
61 H -8.82 -7.98 1.39
62 C 8.90 4.02 0.54
63 N 8.04 3.06 1.27
64 O 7.02 2.66 0.70
65 O 8.41 2.73 2.41
66 H 8.46 4.21 -0.44
67 H 8.96 4.93 1.13
68 H 9.89 3.55 0.43
69 C 3.91 11.75 1.68
70 N 3.30 10.84 2.68
71 O 3.33 11.19 3.87
72 O 2.80 9.79 2.25
73 H 4.31 12.63 2.20
74 H 4.71 11.20 1.18
75 H 3.13 12.04 0.98
76 C -0.33 0.60 -3.75
77 N -1.24 1.43 -2.91
78 O -2.39 1.00 -2.73
79 O -0.77 2.48 -2.46
80 H -0.87 -0.30 -4.08
81 H -0.03 1.20 -4.61
82 H 0.53 0.32 -3.14

## Properties
Charge: +1
E_LUMO, hartree: -0.190
F_max, hartree/bohr: 0.2333
HOMO-LUMO gap, eV: 7.2532
HOMO, eV: -12.4



F_max of number 3 (C11H35N12O22P2)?
0.2333 hartree/bohr



Which of these has the lowest F_max?
C11H32O7S